Density functional theory data (wB97M-V/def2-TZVPD) for a molecular structure, In2O24P6Y4 at a distorted geometry.

Its lowest unoccupied orbital energy is -4.7 eV. Its HOMO energy is -8.062 eV. The value obtained for the energy above the lowest of the compared OMol25 structures with the same formula, charge and spin is 2.885 eV. The net charge is 0.

Each line ends with the Mulliken charge.
Cartesian coordinates (Å):
In 3.534 -7.475 -22.834  0.863
In 4.065 -9.447 -17.260  0.869
Y 3.357 -3.188 -17.077  1.361
Y 6.665 -5.162 -20.479  1.295
Y 1.269 -6.377 -18.183  1.584
Y 6.545 -5.759 -16.673  1.731
P 0.422 -3.525 -17.293  0.558
O -0.139 -2.643 -16.074  -0.761
O 1.452 -2.995 -18.247  -0.284
O -0.299 -4.646 -18.073  -0.594
O 1.598 -4.281 -16.532  -0.522
P 0.878 -5.451 -21.364  0.267
O 1.263 -4.990 -20.034  0.234
O 1.827 -4.450 -21.906  -0.291
O -0.672 -5.247 -21.249  -0.417
O 0.911 -6.917 -21.611  -0.729
P 4.040 -6.067 -19.041  -0.377
O 4.556 -6.005 -20.567  -0.540
O 3.131 -5.145 -18.391  1.353
O 5.476 -5.980 -18.493  -0.457
O 3.219 -7.358 -18.965  -0.788
P 4.774 -2.189 -20.279  0.612
O 3.777 -2.419 -21.429  -0.360
O 5.796 -3.222 -20.856  -0.484
O 5.578 -0.941 -20.518  -0.536
O 3.917 -2.347 -19.030  -0.311
P 3.676 -6.264 -15.399  0.907
O 4.943 -7.200 -15.520  -0.954
O 3.072 -5.883 -13.992  -0.680
O 2.670 -6.915 -16.354  -0.538
O 4.377 -5.037 -16.091  -0.542
P 9.024 -4.348 -18.980  0.033
O 10.131 -4.989 -19.864  -0.551
O 8.358 -3.699 -20.252  -0.478
O 9.637 -3.254 -18.059  -0.681
O 7.825 -4.919 -18.443  0.206

***

Density functional theory data (wB97M-V/def2-TZVPD) for a molecular structure, Li4O16S4 at a distorted geometry.

Its lowest unoccupied orbital energy is 7.4 eV. Its HOMO energy is 4.825 eV. The value obtained for the energy above the lowest of the compared OMol25 structures with the same formula, charge and spin is 3.165 eV. The net charge is -4.

Each line ends with the Mulliken charge.
Cartesian coordinates (Å):
Li -0.733 -2.724 -0.583  0.816
Li -0.723 2.799 -1.060  0.755
Li 0.169 0.029 -0.576  1.130
Li 1.004 -1.110 1.795  0.848
S -1.838 -0.151 1.883  1.091
O -2.040 1.227 1.507  -0.641
O -0.768 -0.715 1.071  -0.711
O -1.344 -0.184 3.262  -0.784
O -3.100 -0.863 1.640  -0.778
S 2.469 -1.529 -1.200  1.085
O 3.544 -1.132 -0.318  -0.715
O 1.246 -1.602 -0.338  -0.669
O 2.222 -0.684 -2.379  -0.792
O 2.773 -2.794 -1.741  -0.803
S 1.330 1.908 1.402  0.978
O 2.245 3.054 1.247  -0.844
O 0.495 2.168 2.593  -0.686
O 0.495 1.870 0.236  -0.541
O 2.058 0.699 1.586  -0.748
S -1.917 -0.064 -1.996  0.811
O -2.435 -0.075 -3.348  -0.772
O -0.884 0.942 -1.868  -0.782
O -2.984 0.267 -1.082  -0.631
O -1.281 -1.336 -1.733  -0.616

***

Density functional theory data (wB97M-V/def2-TZVPD) for a molecular structure, LiN4O12 at a distorted geometry.

Its lowest unoccupied orbital energy is 8.0 eV. Its HOMO energy is 0.064 eV. The value obtained for the energy above the lowest of the compared OMol25 structures with the same formula, charge and spin is 0.238 eV. The net charge is -3.

Each line ends with the Mulliken charge.
Cartesian coordinates (Å):
Li 0.064 -0.085 0.225  1.100
N 2.118 -0.592 -2.343  0.785
O 1.358 -0.551 -1.341  -0.503
O 2.828 -1.609 -2.562  -0.650
O 2.106 0.357 -3.186  -0.668
N -1.104 3.095 0.703  0.802
O -0.313 3.859 1.291  -0.661
O -2.246 3.498 0.365  -0.652
O -0.755 1.922 0.416  -0.528
N 1.124 -0.085 2.577  1.144
O 1.570 0.187 3.722  -0.732
O 1.714 0.290 1.535  -0.650
O 0.074 -0.763 2.401  -0.722
N -2.126 -2.377 -0.981  0.794
O -1.400 -1.462 -0.525  -0.548
O -3.228 -2.108 -1.496  -0.647
O -1.783 -3.576 -0.800  -0.666

***

Density functional theory data (wB97M-V/def2-TZVPD) for a single N2 molecule at a distorted geometry.

Its lowest unoccupied orbital energy is 2.1 eV. Its structure (SMILES) is N#N. Its HOMO energy is -14.831 eV. The value obtained for the energy above the lowest of the compared OMol25 structures with the same formula, charge and spin is 0.005 eV. The net charge is 0.

Each line ends with the Mulliken charge.
Cartesian coordinates (Å):
N 0.000 0.000 0.541  0.000
N 0.000 0.000 -0.541  0.000

***

Density functional theory data (wB97M-V/def2-TZVPD) for a molecular structure, N2 at a distorted geometry.

Its lowest unoccupied orbital energy is -3.1 eV. Its HOMO energy is -11.690 eV. The value obtained for the energy above the lowest of the compared OMol25 structures with the same formula, charge and spin is 10.952 eV. The net charge is 0.

Each line ends with the Mulliken charge.
Cartesian coordinates (Å):
N 0.000 0.000 0.911  0.000
N 0.000 0.000 -0.911  0.000

***

Density functional theory data (wB97M-V/def2-TZVPD) for a molecular structure, N2 at a distorted geometry.

Its lowest unoccupied orbital energy (alpha / beta) is -13.8 / -13.0 eV. Its HOMO energy (alpha / beta) is -21.327 / -20.888 eV. As for the expectation value of S²: 0.751. As for the spin multiplicity: 2. The value obtained for the energy above the lowest of the compared OMol25 structures with the same formula, charge and spin is 8.162 eV. The net charge is +1.

Each line ends with the Mulliken charge.
Cartesian coordinates (Å):
N 0.000 0.000 0.946  0.500
N 0.000 0.000 -0.946  0.500

***

Density functional theory data (wB97M-V/def2-TZVPD) for a single N2O3S molecule at a distorted geometry.

Its lowest unoccupied orbital energy (alpha / beta) is -1.7 / -1.7 eV. Its HOMO energy (alpha / beta) is -8.651 / -8.654 eV. The value obtained for the energy above the lowest of the compared OMol25 structures with the same formula, charge and spin is 7.237 eV. The net charge is 0.

Each line ends with the Mulliken charge.
Cartesian coordinates (Å):
N 1.276 -0.093 -0.454  0.386
N -0.871 -0.955 0.669  -0.345
O -1.562 -0.701 -0.563  -0.182
O 2.022 0.001 0.424  -0.118
O 0.207 1.191 -0.332  -0.332
S -1.071 0.558 0.256  0.591

***

Density functional theory data (wB97M-V/def2-TZVPD) for a gas-phase ion, N2O6P (charge -1) at a distorted geometry.

Its lowest unoccupied orbital energy is 4.0 eV. Its structure (SMILES) is O=[N+]([O-])P(=O)([O-])[N+](=O)[O-]. Its HOMO energy is -6.217 eV. The value obtained for the energy above the lowest of the compared OMol25 structures with the same formula, charge and spin is 0.120 eV. The net charge is -1.

Each line ends with the Mulliken charge.
Cartesian coordinates (Å):
O 1.040 -2.103 -0.560  -0.609
N 0.238 -1.362 -0.064  0.804
O -0.366 -1.641 0.929  -0.537
P 0.570 0.423 -0.582  0.953
O 1.757 0.856 0.080  -0.619
O 0.198 0.587 -2.004  -0.653
N -0.857 1.030 0.555  0.805
O -0.768 1.844 1.386  -0.614
O -1.813 0.365 0.259  -0.529

***

Density functional theory data (wB97M-V/def2-TZVPD) for 2 unconnected molecules or ions with the total composition N2P2S at a distorted geometry.

Its lowest unoccupied orbital energy is -1.1 eV. Its structure (SMILES) is P#[N+][S-].N#P. Its HOMO energy is -8.502 eV. The value obtained for the energy above the lowest of the compared OMol25 structures with the same formula, charge and spin is 3.147 eV. The net charge is 0.

Each line ends with the Mulliken charge.
Cartesian coordinates (Å):
P -0.229 -1.180 -1.880  -0.017
N -0.450 -1.390 -0.387  0.086
S -0.723 -1.031 1.125  -0.051
N 0.778 1.621 1.276  -0.247
P 0.625 1.980 -0.133  0.229

***

Density functional theory data (wB97M-V/def2-TZVPD) for a molecular structure, N3NiO13P at a distorted geometry.

Its lowest unoccupied orbital energy (alpha / beta) is 10.0 / 10.0 eV. Its HOMO energy (alpha / beta) is 5.983 / 6.006 eV. As for the expectation value of S²: 2.005. As for the spin multiplicity: 3. The net charge is -4.

Each line ends with the Mulliken charge.
Cartesian coordinates (Å):
Ni -0.159 -0.120 0.182  0.770
N -2.413 2.464 0.722  0.805
O -2.923 2.829 1.795  -0.676
O -1.602 1.521 0.650  -0.434
O -2.609 3.109 -0.342  -0.688
N 2.187 1.511 1.720  0.857
O 3.364 1.610 1.327  -0.649
O 1.411 0.566 1.352  -0.419
O 1.716 2.374 2.464  -0.647
N 2.113 -1.216 -1.980  0.878
O 2.000 -2.384 -2.296  -0.592
O 3.243 -0.654 -1.963  -0.708
O 1.101 -0.465 -1.733  -0.457
P -1.556 -2.256 -0.364  1.063
O -0.437 -2.017 0.800  -0.752
O -1.343 -0.859 -1.116  -0.567
O -2.915 -2.740 0.218  -0.900
O -1.177 -3.275 -1.436  -0.884

***

Density functional theory data (wB97M-V/def2-TZVPD) for 2 unconnected molecules or ions with the total composition N3O3S at a distorted geometry.

Its lowest unoccupied orbital energy (alpha / beta) is 4.0 / 4.0 eV. Its HOMO energy (alpha / beta) is -3.570 / -3.570 eV. The value obtained for the energy above the lowest of the compared OMol25 structures with the same formula, charge and spin is 0.430 eV. The net charge is -1.

Each line ends with the Mulliken charge.
Cartesian coordinates (Å):
N 0.785 0.597 1.050  -0.340
N -1.358 -0.864 0.268  0.047
N 1.355 0.078 0.246  0.850
O -0.763 1.366 -0.807  -0.596
O -0.355 -1.414 -0.336  -0.563
O 1.998 -0.400 -0.609  -0.574
S -1.661 0.636 0.188  0.176

***

Density functional theory data (wB97M-V/def2-TZVPD) for a molecular structure, N3O9Rb2 at a distorted geometry.

Its lowest unoccupied orbital energy is 1.0 eV. Its HOMO energy is -4.600 eV. The value obtained for the energy above the lowest of the compared OMol25 structures with the same formula, charge and spin is 0.000 eV. The net charge is -1.

Each line ends with the Mulliken charge.
Cartesian coordinates (Å):
Rb 0.306 0.758 2.390  0.954
Rb 1.153 -1.268 -3.639  0.967
N 0.085 -0.364 -0.277  0.700
O -0.469 -1.239 0.447  -0.499
O 1.110 -0.657 -0.754  -0.573
O -0.372 0.832 -0.333  -0.599
N 1.910 2.561 -2.383  1.026
O 2.724 3.314 -1.991  -0.662
O 2.091 1.328 -2.466  -0.645
O 0.981 3.119 -2.817  -0.682
N -2.375 -2.020 2.919  0.818
O -2.303 -2.760 1.847  -0.559
O -1.327 -1.769 3.570  -0.628
O -3.514 -1.834 3.488  -0.619

***

| no. | E (Eh) |
| --- | --- |
| 1 | -4388.18561 |
| 2 | -2826.78214 |
| 3 | -1129.05067 |
| 4 | -109.55241 |
| 5 | -109.15010 |
| 6 | -108.66598 |
| 7 | -733.15199 |
| 8 | -902.29025 |
| 9 | -1190.31636 |
| 10 | -2991.50925 |
| 11 | -788.08466 |
| 12 | -889.31063 |